<A>
C6H9NO2S | ωB97M-V/def2-TZVPD

structure (SMILES)	O=C(O)[C@H]1CN2CCS[C@H]12
gap between HOMO and LUMO	9.672	eV

Each line ends with the Mulliken charge.
Cartesian coordinates (Å):
O (-3.46, 0.79, -1.30)  -0.60
C (-2.64, 0.43, -0.48)  0.43
O (-3.12, 0.19, 0.70)  -0.48
C (-1.10, 0.34, -0.79)  0.02
C (-0.21, 1.23, -0.04)  -0.64
N (0.23, 0.07, 0.79)  -0.27
C (1.70, -0.15, 0.91)  -0.75
C (2.32, -1.03, -0.19)  -0.46
S (0.99, -1.29, -1.41)  -0.20
C (-0.28, -0.86, -0.21)  -0.11
H (-2.45, 0.01, 1.41)  0.36
H (-1.22, 0.70, -1.90)  0.32
H (0.65, 1.53, -0.53)  0.44
H (-0.61, 1.99, 0.66)  0.25
H (1.95, -0.66, 1.86)  0.33
H (2.10, 0.81, 0.79)  0.35
H (3.09, -0.39, -0.72)  0.31
H (2.76, -1.89, 0.27)  0.36
H (-0.70, -1.83, 0.19)  0.33

=====

<B>
C6H9NO2S | ωB97M-V/def2-TZVPD

structure (SMILES)	C=C(C#N)S(=O)(=O)C(C)C
gap between HOMO and LUMO	10.504	eV

Each line ends with the Mulliken charge.
Cartesian coordinates (Å):
C (2.29, -1.17, 2.15)  -0.81
C (0.99, -1.20, 1.89)  0.48
C (0.16, -2.33, 1.96)  -0.01
N (-0.53, -3.24, 2.00)  -0.45
S (0.15, 0.37, 1.45)  1.28
O (-1.10, 0.41, 2.15)  -0.63
O (1.11, 1.41, 1.72)  -0.69
C (-0.15, 0.30, -0.36)  0.38
C (-0.74, 1.65, -0.70)  -1.51
C (-1.08, -0.86, -0.65)  -1.41
H (2.81, -0.22, 2.08)  0.33
H (2.86, -2.04, 2.43)  0.34
H (0.84, 0.16, -0.80)  0.38
H (-1.68, 1.78, -0.17)  0.37
H (-0.06, 2.44, -0.40)  0.41
H (-0.92, 1.73, -1.77)  0.42
H (-1.93, -0.81, 0.02)  0.36
H (-0.58, -1.82, -0.51)  0.35
H (-1.44, -0.81, -1.67)  0.42

=====

The structure shown above that is least stable: <A>.